[1]
13 unconnected molecules or ions with the total composition C36H90N2O13S13Si in a non-equilibrium geometry. Source: the OMol25 dataset; level of theory: ωB97M-V/def2-TZVPD.

Computed properties:
- LUMO energy: -0.94 eV
- Net charge: 0
- HOMO level: -7.68 eV

Last column: Mulliken charge in e.
Cartesian coordinates (Å):
C 1.29873 1.00127 2.53018  -1.056
C 1.42718 0.68984 0.89623  0.599
C 1.76600 -0.86918 0.41493  -0.674
C 1.85322 -1.11263 -1.21150  0.568
N 2.10633 -2.44748 -1.93004  -0.562
S 2.07259 -2.08936 -3.67137  0.181
N 1.76530 -0.34750 -3.85930  -0.569
C 1.66787 0.04147 -2.38682  0.444
C 1.33691 1.57234 -1.89644  -0.469
C 1.22560 1.83408 -0.26369  0.341
C 0.83554 3.39916 0.17493  -0.331
C -0.83257 3.45513 0.06899  0.300
O -1.42552 2.53036 1.04755  -0.537
Si -2.50391 1.36151 0.30080  0.776
C -1.61261 -0.23026 -0.37260  -0.300
C -3.61822 2.05760 -1.10646  -0.518
C -3.67647 0.72584 1.74103  -1.021
H 0.55702 0.22483 3.01678  0.324
H 0.94624 2.11934 2.73589  0.160
H 2.37875 0.85835 3.01374  0.361
H 1.88461 -1.71302 1.22286  0.260
H 1.15707 2.48575 -2.63355  0.204
H 1.34622 4.17885 -0.57096  0.239
H 1.22667 3.68355 1.24356  -0.011
H -1.07955 3.21303 -1.05026  -0.136
H -1.13112 4.57486 0.35450  0.163
H -1.03691 -0.73207 0.51924  0.219
H -2.41629 -0.99192 -0.80734  0.250
H -0.93274 0.07158 -1.27815  -0.197
H -3.70106 1.20051 -1.92631  0.020
H -3.18949 3.00788 -1.64646  0.066
H -4.69839 2.20009 -0.66110  0.290
H -4.00549 -0.36657 1.39738  0.238
H -4.63421 1.38813 1.86354  0.303
H -3.03805 0.59459 2.71330  0.202
C -4.16182 -1.19483 -3.52476  -1.018
S -2.73881 -0.62909 -4.48772  0.534
O -2.71299 0.86902 -4.41633  -0.610
C -3.41522 -1.08458 -6.10270  -0.941
H -3.97773 -0.97481 -2.47041  0.126
H -5.06507 -0.67358 -3.85104  0.391
H -4.28361 -2.27294 -3.65277  0.534
H -4.36479 -0.57034 -6.26874  0.169
H -3.56165 -2.16629 -6.14517  0.440
H -2.70223 -0.78628 -6.87464  0.364
C 2.53451 6.97228 3.29150  -0.813
S 3.54705 6.45401 1.88493  0.370
O 3.07037 5.09595 1.46237  -0.560
C 5.07285 6.22470 2.82966  -0.196
H 1.51264 7.13812 2.94187  0.327
H 2.53299 6.19361 4.05811  0.130
H 2.93097 7.90342 3.70301  0.381
H 4.91362 5.49266 3.62494  0.005
H 5.38509 7.18062 3.25635  0.459
H 5.84916 5.86076 2.15284  -0.161
C -0.72345 8.23746 -2.32726  -0.971
S -1.66240 6.70322 -2.13545  0.400
O -1.34718 6.14847 -0.77787  -0.575
C -0.71165 5.75178 -3.34541  -0.819
H -1.12210 8.97846 -1.63017  0.327
H 0.33141 8.06063 -2.10358  0.292
H -0.83358 8.60723 -3.34936  0.376
H 0.34235 5.72949 -3.05857  0.255
H -0.82228 6.20396 -4.33366  0.450
H -1.10187 4.73180 -3.36945  0.193
C 9.17655 7.61438 0.69581  -0.998
S 8.23760 6.08014 0.88763  0.602
O 8.55282 5.52540 2.24520  -0.587
C 9.18835 5.12870 -0.32233  -1.028
H 8.77790 8.35538 1.39291  0.297
H 10.23141 7.43755 0.91950  0.326
H 9.06642 7.98415 -0.32629  0.384
H 10.24235 5.10642 -0.03549  0.324
H 9.07772 5.58088 -1.31058  0.379
H 8.79813 4.10872 -0.34637  0.311
C 7.67280 3.74608 5.49275  -0.865
S 6.40503 2.60718 4.88615  0.485
O 5.18204 3.41814 4.57510  -0.520
C 6.12202 1.78351 6.47192  -0.760
H 7.97845 4.39642 4.66960  0.216
H 7.26990 4.35557 6.30529  0.303
H 8.53692 3.17693 5.84333  0.385
H 5.81564 2.51485 7.22355  0.428
H 7.03753 1.27943 6.78989  0.427
H 5.32893 1.04361 6.34242  -0.091
C 6.10150 -3.67687 5.51360  -1.040
S 5.48543 -2.05372 6.02167  0.508
O 6.67360 -1.21594 6.39112  -0.517
C 4.71995 -2.61949 7.56021  -0.947
H 6.65550 -3.56144 4.57887  0.312
H 6.76615 -4.08139 6.28082  0.325
H 5.25860 -4.35301 5.35267  0.437
H 5.47031 -3.08975 8.20014  0.322
H 3.92288 -3.33058 7.33134  0.396
H 4.29537 -1.75491 8.07543  0.259
C 9.49055 -1.80514 5.39597  -0.770
S 10.37162 -3.32462 4.96328  0.476
O 9.80257 -4.43023 5.80230  -0.614
C 11.95054 -2.83976 5.70156  -0.921
H 8.45452 -1.89663 5.06098  0.089
H 9.50935 -1.65746 6.47849  0.292
H 9.95905 -0.95595 4.89306  0.443
H 11.81649 -2.62770 6.76493  0.298
H 12.33740 -1.95636 5.18844  0.334
H 12.65717 -3.66430 5.58318  0.327
C -7.98858 -2.53501 -2.57219  -0.966
S -7.40206 -4.07785 -3.31243  0.528
O -6.35184 -3.72244 -4.32279  -0.549
C -8.92619 -4.44016 -4.21738  -0.971
H -7.17724 -2.10215 -1.98201  0.264
H -8.28124 -1.83196 -3.35583  0.300
H -8.83878 -2.74399 -1.91871  0.392
H -9.16063 -3.61880 -4.89862  0.354
H -9.74517 -4.58602 -3.50932  0.382
H -8.77898 -5.35690 -4.79282  0.282
C 0.68921 2.44554 8.52182  -0.985
S 2.32204 1.76197 8.14912  0.575
O 3.30150 2.39370 9.09341  -0.631
C 2.50504 2.58256 6.54714  -0.513
H 0.38216 2.09349 9.50961  0.333
H 0.73262 3.53739 8.52394  0.298
H -0.03000 2.09991 7.77560  0.335
H 2.43552 3.66574 6.67192  0.302
H 1.72569 2.23229 5.86650  0.321
H 3.48448 2.32767 6.13612  -0.071
C -5.10730 -7.87607 -3.53573  -0.895
S -6.37507 -9.01497 -4.14233  0.470
O -7.59806 -8.20401 -4.45338  -0.556
C -6.65807 -9.83864 -2.55656  -0.908
H -4.80164 -7.22573 -4.35889  0.307
H -5.51020 -7.26657 -2.72319  0.246
H -4.24318 -8.44521 -3.18515  0.396
H -6.96446 -9.10730 -1.80493  0.292
H -5.74257 -10.34272 -2.23859  0.363
H -7.45116 -10.57854 -2.68606  0.304
C -10.50355 -9.74554 -5.00822  -0.622
S -11.44249 -11.27979 -4.81641  0.469
O -11.12728 -11.83453 -3.45883  -0.615
C -10.49174 -12.23123 -6.02637  -0.862
H -10.90220 -9.00454 -4.31113  0.321
H -9.44869 -9.92237 -4.78454  0.004
H -10.61368 -9.37578 -6.03032  0.375
H -9.43774 -12.25351 -5.73953  0.257
H -10.60238 -11.77904 -7.01462  0.340
H -10.88197 -13.25120 -6.05041  0.316
C -6.60882 2.37977 -9.54053  -0.890
S -6.90069 0.76460 -10.30102  0.481
O -8.37250 0.48688 -10.21873  -0.614
C -6.09211 -0.20059 -9.00187  -0.955
H -7.06714 3.14760 -10.16849  0.308
H -7.05790 2.41079 -8.54484  0.297
H -5.53381 2.56248 -9.47334  0.339
H -6.57314 -0.00918 -8.03976  0.306
H -5.03430 0.06767 -8.95267  0.331
H -6.18453 -1.26077 -9.24820  0.397

[2]
A molecular structure, C5H7NO in a non-equilibrium geometry. Source: the OMol25 dataset; level of theory: ωB97M-V/def2-TZVPD.

Computed properties:
- LUMO energy: 0.20 eV
- Energy relative to the best compared isomer or geometry (same formula, charge and spin): 284.59 kJ/mol
- Net charge: 0
- HOMO level: -9.40 eV

Last column: natural (NBO) charge in e.
Cartesian coordinates (Å):
N 1.66928 -1.84494 0.09966  -0.713
C 1.09893 -0.80267 -0.37157  0.552
O 1.52012 0.22821 -1.10951  -0.580
C 0.22919 1.56428 -0.81334  -0.004
C -0.87528 0.76206 -0.28119  -0.330
C -1.30940 -0.38693 -1.13547  -0.389
C -0.34279 -0.66076 -0.04493  -0.246
H 2.63592 -1.98605 -0.17776  0.346
H 0.38278 1.71094 -1.85565  0.209
H 0.38640 2.49906 -0.22925  0.210
H -1.51702 1.15666 0.50815  0.243
H -0.92757 -0.35906 -2.15197  0.228
H -2.31685 -0.75707 -1.00673  0.230
H -0.65419 -1.17268 0.84998  0.244

[3]
A molecular structure, C6H12O. Source: the OMol25 dataset; level of theory: ωB97M-V/def2-TZVPD.

Computed properties:
- LUMO energy: 0.95 eV
- Energy relative to the best compared isomer or geometry (same formula, charge and spin): 644.58 kJ/mol
- Net charge: 0
- HOMO level: -7.34 eV

Last column: natural (NBO) charge in e.
Cartesian coordinates (Å):
C 2.70292 0.70782 0.07971  -0.620
C 1.61381 -0.29578 -0.24540  -0.062
O 0.64157 -0.23140 0.77532  -0.541
C -0.43203 -1.12098 0.56968  0.054
C -1.64467 -0.96413 1.33303  -0.547
C -1.68735 -0.65625 -0.09947  -0.281
C -1.71188 1.16871 -0.59391  -0.715
H 3.15778 0.46903 1.04562  0.216
H 2.28260 1.71643 0.14274  0.209
H 3.48379 0.70059 -0.68763  0.208
H 2.03427 -1.31347 -0.31241  0.163
H 1.16261 -0.07538 -1.22985  0.149
H -0.07728 -2.08973 0.18680  0.171
H -2.04411 0.40842 0.40412  0.431
H -2.26673 -1.73635 1.76474  0.211
H -2.23347 -1.05931 -0.94846  0.226
H -0.72191 1.20333 -1.04049  0.252
H -2.52209 1.25847 -1.31516  0.225
H -1.77316 1.96045 0.16661  0.252

[4]
8 unconnected molecules or ions with the total composition ClH14O11 in a non-equilibrium geometry. Source: the OMol25 dataset; level of theory: ωB97M-V/def2-TZVPD.

Computed properties:
- LUMO energy: 3.06 eV
- Energy relative to the best compared isomer or geometry (same formula, charge and spin): 76.78 kJ/mol
- Net charge: -1
- HOMO level: -7.38 eV

Last column: natural (NBO) charge in e.
Cartesian coordinates (Å):
Cl 0.67162 -0.48677 1.43423  2.413
O -0.63338 -1.22477 1.39823  -0.877
O 1.80562 -1.48677 1.14523  -0.842
O 0.60862 0.51423 0.33723  -0.845
O 0.89962 0.13423 2.78123  -0.777
O 2.48062 2.37123 -0.02577  -0.977
H 1.79762 2.98323 -0.31677  0.466
H 1.98662 1.62323 0.43423  0.486
O -1.97238 0.17123 -1.11077  -0.982
H -1.50638 -0.45477 -1.62677  0.460
H -2.39738 -0.39677 -0.42177  0.487
O -1.29338 -2.95177 -0.73377  -0.977
H -1.23538 -2.35077 0.02123  0.499
H -0.42938 -3.04677 -1.14277  0.465
O 3.69362 -1.28077 -1.21777  -0.955
H 3.17362 -1.35377 -0.40477  0.497
H 3.90062 -2.16977 -1.46277  0.452
O -3.31838 -1.12477 0.70923  -0.944
H -4.16438 -0.87977 1.09823  0.478
H -2.66538 -0.83377 1.33323  0.500
O 0.23162 1.96223 -2.16177  -0.964
H 0.76862 1.13623 -2.24877  0.472
H -0.40238 1.70823 -1.51277  0.493
O -1.04738 2.36723 1.28023  -0.958
H -0.66638 3.21123 1.44223  0.451
H -0.28638 1.85923 0.97223  0.480

no.,gap between HOMO and LUMO (eV)
1,6.735
2,9.606
3,8.296
4,10.438